a | This record from the Open Molecules 2025 dataset describes a molecular structure, CH4INS. The level of theory is the ωB97M-V functional and the def2-TZVPD basis.

Values from the calculation:
HOMO-LUMO gap (alpha / beta) = 7.25 / 8.36 eV
highest occupied orbital energy (alpha / beta) = -8.563 / -8.735 eV

Element x y z (Å)
C -0.07 0.28 0.74
N -1.54 -1.03 -1.00
S -0.32 -1.33 -2.07
I -2.25 -2.57 0.08
H 0.85 -0.15 0.41
H -0.29 1.28 0.29
H -0.50 -0.05 1.62
H -0.79 -0.85 -3.22

b | This record from the Open Molecules 2025 dataset describes a molecular structure, CH4INS. The level of theory is the ωB97M-V functional and the def2-TZVPD basis.

Values from the calculation:
HOMO-LUMO gap = 8.16 eV
highest occupied orbital energy = -8.806 eV

Element x y z (Å)
C 0.12 0.58 0.24
N -1.28 -0.58 -0.51
S -0.96 -2.08 0.12
I -3.13 0.25 0.21
H 0.82 0.71 -0.58
H -0.33 1.59 0.42
H 0.50 0.17 1.12
H -0.78 -2.61 -1.06

c | This record from the Open Molecules 2025 dataset describes a molecular structure, CH4INS. The level of theory is the ωB97M-V functional and the def2-TZVPD basis.

Values from the calculation:
HOMO-LUMO gap = 8.44 eV
highest occupied orbital energy = -8.957 eV

Element x y z (Å)
C 0.19 -1.31 0.32
N -1.55 1.50 0.14
S -0.37 2.28 -0.06
I 1.94 0.03 -0.01
H 0.34 -2.15 -0.35
H 0.01 -1.80 1.24
H -0.77 -0.88 0.18
H 0.20 2.34 -1.47

It turns out b is the most stable, with the second structure 7.5 kcal/mol higher.